1.
Formula: C37H82F18N5O23S6
Source: the Open Molecules 2025 dataset
Level of theory: ωB97M-V/def2-TZVPD

Properties
Energy above the lowest of the compared OMol25 structures with the same formula, charge and spin   85.02 kJ/mol
Molecular weight   1499.441 g/mol
HOMO-LUMO gap   9.3 eV
DFT total energy   -7649.978513 Ha

```
! RIJCOSX wB97M-V def2-TZVPD def2/J DEFGRID3
* xyz -1 1
S 0.911 1.007 6.480
S 2.587 -4.051 1.561
S 0.566 -3.549 -5.917
S -4.039 -3.837 -0.073
S 2.860 2.467 -0.685
S -1.985 3.076 -0.954
F 4.825 3.953 -0.281
F -4.576 3.062 -1.477
F 1.253 -1.521 7.305
F -0.486 -1.182 6.032
F -5.596 -2.668 -1.757
F -1.726 -4.938 -6.450
F -3.864 1.276 -0.647
F -1.784 -2.876 -6.940
F -3.221 1.699 -2.674
F 4.173 -6.179 1.403
F 4.503 -4.760 -0.165
F -5.419 -1.550 0.101
F 5.417 1.911 -0.708
F 4.755 3.289 -2.314
F -6.709 -3.338 -0.021
F 5.306 -4.453 1.840
F 1.487 -1.241 5.155
F -0.549 -4.224 -8.111
O 2.280 1.279 6.901
O -3.741 -3.784 1.324
O 2.418 1.769 -1.850
O -2.200 7.613 2.318
O 1.486 -4.981 1.425
O -1.160 1.984 -0.714
O 2.116 3.679 -0.407
O -2.687 1.457 -6.226
O 1.287 -4.779 -5.886
O -2.630 1.754 2.487
O -0.068 1.271 7.536
O -3.153 -3.150 -0.954
O 2.882 -3.580 2.942
O 5.328 -2.243 4.221
O 1.250 -2.592 -6.693
O -3.286 -6.731 -2.368
O 3.065 1.652 0.499
O -4.479 -5.111 -0.617
O 0.638 1.525 5.137
O -1.574 3.963 -2.043
O -2.337 3.818 0.297
O 2.465 -2.986 0.685
O -0.010 -3.039 -4.694
N -0.980 -1.028 1.566
N 0.405 0.877 -5.123
N 4.532 0.430 3.172
N -0.083 -5.745 -2.044
N -1.171 5.402 4.132
C -2.451 6.246 2.010
C -0.137 2.103 -4.409
C 1.520 1.306 -6.007
C 4.582 2.939 -1.026
C 0.908 -0.074 -4.060
C -0.747 0.105 -5.831
C -3.863 0.654 -6.303
C -0.831 -1.986 0.456
C 4.299 -0.632 1.991
C -2.398 -0.540 1.423
C 5.237 1.607 2.639
C 0.679 4.444 2.541
C -2.433 3.682 5.471
C 5.141 0.060 4.490
C 4.215 -4.898 1.098
C -2.685 8.419 1.289
C -1.591 0.956 -6.846
C 2.204 0.302 -6.862
C -0.393 -6.101 -3.459
C 4.800 -1.286 5.055
C -1.486 6.639 4.900
C 0.059 0.035 1.368
C 0.163 5.619 3.404
C -2.296 -6.996 -1.344
C -2.901 0.353 2.508
C -1.296 -5.910 -1.106
C -0.730 -1.727 2.873
C -0.095 -0.418 -2.997
C 3.139 0.910 3.568
C 0.297 -4.239 -2.028
C -3.473 2.258 -1.510
C -5.531 -2.782 -0.401
C 0.786 -0.869 6.253
C -2.261 5.165 3.067
C -1.080 4.193 4.960
C 0.998 -6.697 -1.636
C -0.975 -3.908 -6.896
H -4.461 1.006 -7.143
H -2.181 9.340 1.173
H 0.515 2.384 -3.638
H 4.596 -2.725 3.909
H -1.361 -0.283 -5.004
H -0.683 -7.122 -3.319
H -0.972 -5.920 -0.054
H -3.053 3.173 4.698
H -3.771 8.621 1.373
H -1.056 1.769 -3.896
H -4.008 0.298 2.647
H 6.260 1.209 2.500
H 0.506 -6.109 -4.027
H -0.405 4.548 5.704
H 0.356 -1.053 -2.282
H 3.379 1.691 4.339
H -1.824 -4.934 -1.317
H 0.296 0.522 2.301
H -1.793 5.921 1.154
H 1.126 -4.125 -2.767
H 1.786 -6.460 -2.317
H 0.019 -2.619 0.633
H 3.902 -1.519 2.451
H -0.134 3.978 2.023
H 0.673 -3.970 -1.106
H 1.070 2.087 -6.679
H 6.190 0.000 4.280
H -2.534 -0.078 0.423
H -0.221 0.741 0.596
H -0.568 -3.670 -2.404
H -0.441 -1.009 3.680
H 2.249 1.827 -5.292
H 5.269 2.421 3.366
H -0.324 0.448 -2.407
H 2.714 1.265 2.642
H 4.847 1.914 1.687
H -3.851 -6.074 -2.001
H 0.193 -2.184 2.613
H -0.382 3.506 4.418
H -2.101 4.165 2.712
H 0.887 5.864 4.239
H 0.556 -7.660 -1.601
H -2.761 -7.122 -0.346
H -0.979 1.832 -7.153
H -2.541 0.095 3.511
H -4.521 0.811 -5.464
H -2.884 2.173 1.627
H -1.672 -2.672 0.538
H -3.168 5.128 3.651
H -0.982 -0.967 -3.287
H 3.692 -0.114 1.261
H 2.936 0.906 -7.433
H -2.506 7.896 0.310
H -1.222 -5.542 -3.787
H 1.274 3.778 3.118
H 5.095 0.894 5.209
H -0.730 -1.421 -0.513
H -1.672 7.451 4.227
H -0.719 6.758 5.620
H -2.409 6.441 5.401
H -2.257 2.860 6.217
H 1.013 -1.000 -4.672
H 1.617 -0.026 -7.698
H -1.614 -2.320 3.139
H 2.571 0.090 4.105
H 3.726 -1.420 5.054
H 1.273 4.789 1.746
H -1.831 0.395 -7.718
H -0.234 -0.765 -6.250
H -1.856 -7.933 -1.564
H 5.322 -0.880 1.679
H -0.260 2.949 -5.054
H -0.129 6.543 2.891
H 1.861 0.247 -3.615
H 0.878 -0.481 0.936
H -3.083 -1.414 1.499
H -3.682 -0.431 -6.567
H -3.415 6.163 1.633
H 1.158 -6.386 -0.598
H 2.632 -0.548 -6.333
H 5.173 -1.383 6.038
H -3.018 4.415 5.971
*
```

Here are the Löwdin charges for atoms 1 to 99, given in e: atom 1 (S): 0.479, atom 2 (S): 0.436, atom 3 (S): 0.416, atom 4 (S): 0.455, atom 5 (S): 0.468, atom 6 (S): 0.468, atom 7 (F): 0.169, atom 8 (F): 0.106, atom 9 (F): 0.151, atom 10 (F): 0.125, atom 11 (F): 0.090, atom 12 (F): 0.115, atom 13 (F): 0.089, atom 14 (F): 0.138, atom 15 (F): 0.150, atom 16 (F): 0.130, atom 17 (F): 0.157, atom 18 (F): 0.122, atom 19 (F): 0.101, atom 20 (F): 0.121, atom 21 (F): 0.106, atom 22 (F): 0.074, atom 23 (F): 0.066, atom 24 (F): 0.126, atom 25 (O): -0.341, atom 26 (O): -0.289, atom 27 (O): -0.295, atom 28 (O): -0.213, atom 29 (O): -0.317, atom 30 (O): -0.284, atom 31 (O): -0.296, atom 32 (O): -0.179, atom 33 (O): -0.291, atom 34 (O): -0.092, atom 35 (O): -0.336, atom 36 (O): -0.317, atom 37 (O): -0.345, atom 38 (O): -0.027, atom 39 (O): -0.292, atom 40 (O): -0.054, atom 41 (O): -0.354, atom 42 (O): -0.302, atom 43 (O): -0.354, atom 44 (O): -0.293, atom 45 (O): -0.334, atom 46 (O): -0.299, atom 47 (O): -0.324, atom 48 (N): -0.315, atom 49 (N): -0.248, atom 50 (N): -0.300, atom 51 (N): -0.321, atom 52 (N): -0.291, atom 53 (C): -0.188, atom 54 (C): 0.028, atom 55 (C): -0.196, atom 56 (C): -0.702, atom 57 (C): -0.155, atom 58 (C): -0.027, atom 59 (C): -0.071, atom 60 (C): -0.017, atom 61 (C): 0.096, atom 62 (C): -0.106, atom 63 (C): -0.019, atom 64 (C): -0.014, atom 65 (C): -0.037, atom 66 (C): -0.120, atom 67 (C): -0.642, atom 68 (C): -0.106, atom 69 (C): -0.212, atom 70 (C): -0.076, atom 71 (C): 0.006, atom 72 (C): -0.233, atom 73 (C): 0.029, atom 74 (C): 0.042, atom 75 (C): -0.104, atom 76 (C): -0.228, atom 77 (C): -0.212, atom 78 (C): -0.095, atom 79 (C): 0.050, atom 80 (C): -0.067, atom 81 (C): -0.006, atom 82 (C): 0.042, atom 83 (C): -0.643, atom 84 (C): -0.620, atom 85 (C): -0.655, atom 86 (C): -0.064, atom 87 (C): -0.172, atom 88 (C): 0.035, atom 89 (C): -0.681, atom 90 (H): 0.079, atom 91 (H): 0.072, atom 92 (H): 0.079, atom 93 (H): 0.017, atom 94 (H): 0.125, atom 95 (H): 0.092, atom 96 (H): 0.147, atom 97 (H): 0.082, atom 98 (H): 0.101, atom 99 (H): 0.095

=====

2.
Formula: C37H82O5S
Source: the Open Molecules 2025 dataset
Level of theory: ωB97M-V/def2-TZVPD

Properties
Molecular weight   639.125 g/mol
HOMO-LUMO gap   10.3 eV
DFT total energy   -2233.341531 Ha
SMILES string   O=C1OCC[C@H]1CCCS(=O)(=O)O.CCCCCC.CCCCCC.CCCCCC.CCCCCC.CCCCCC

```
! RIJCOSX wB97M-V def2-TZVPD def2/J DEFGRID3
* xyz 0 1
S 4.047 1.319 1.519
O 4.941 1.463 2.644
O 4.891 1.814 0.208
O 2.880 2.131 1.538
O -0.713 1.450 0.613
O -0.234 2.025 2.724
C 0.625 -0.538 0.422
C -5.638 5.772 2.846
C -8.236 4.623 1.523
C -5.824 5.436 1.366
C 2.781 0.390 6.622
C -6.080 7.178 3.253
C 2.939 -3.478 -3.800
C -3.783 1.780 1.888
C 4.455 -2.004 7.726
C 3.826 -5.237 -11.970
C 4.636 -4.805 -10.753
C 3.981 -1.741 -8.666
C 2.895 -1.147 2.359
C 2.422 -4.113 -5.086
C 3.817 -4.768 -9.462
C 3.044 -2.317 -9.724
C 2.957 0.063 8.104
C -5.290 8.284 2.562
C -0.695 0.188 -0.077
C 4.248 -0.677 8.456
C 0.490 -0.159 1.917
C -4.709 1.465 3.057
C 3.384 -3.042 8.042
C -7.253 5.570 0.842
C 1.667 -0.357 2.912
C 1.171 -1.602 -3.692
C -6.622 -0.684 1.841
C 2.656 -3.771 -9.458
C 1.848 -2.780 -2.989
C -5.211 -0.967 2.355
C 3.846 1.313 6.060
C -4.713 -0.014 3.443
C 2.112 -0.484 -4.141
C -0.178 1.245 1.870
C 2.839 0.189 -2.983
C 3.740 -0.438 1.253
C -7.695 -0.820 2.916
H -9.232 4.735 1.090
H -3.793 2.851 1.678
H 3.636 1.526 5.011
H 2.278 -2.441 -2.040
H 0.419 -1.181 -3.014
H 2.096 -0.525 8.439
H 4.932 -2.275 -8.635
H -4.579 5.646 3.099
H 3.415 -5.768 -9.269
H -6.673 0.314 1.395
H -6.179 5.043 3.457
H -3.696 -0.310 3.723
H 3.343 -0.554 0.230
H 2.614 -2.173 2.054
H 5.702 1.276 0.157
H -1.630 -0.394 -0.081
H 3.383 -4.262 -3.179
H 3.525 -1.790 -7.674
H 5.093 -3.829 -10.943
H 2.924 0.994 8.679
H 4.258 -0.861 9.536
H 2.126 0.613 -2.272
H -5.174 -1.989 2.747
H 3.500 -2.217 -10.713
H 1.379 -0.020 -0.189
H -2.758 1.493 2.116
H 3.233 -4.624 -5.608
H 3.471 0.999 -3.350
H 4.199 -0.694 -8.884
H -5.424 8.259 1.479
H 5.462 -5.509 -10.617
H -5.949 7.281 4.335
H -6.844 -1.391 1.036
H 1.524 0.271 -4.670
H -7.249 5.353 -0.231
H -0.402 0.487 -1.104
H 4.502 -1.841 6.645
H -8.318 4.828 2.592
H 1.806 0.870 6.493
H 2.393 -2.708 7.727
H 3.013 -4.539 -12.183
H 3.578 -1.291 3.221
H 0.403 -1.591 0.187
H 3.350 -3.251 9.114
H -7.550 -0.102 3.724
H -7.604 6.600 0.944
H 3.597 -3.978 7.523
H 1.079 -3.513 -2.724
H 1.979 0.604 3.360
H 3.395 -6.229 -11.818
H -5.622 9.263 2.912
H 4.838 0.859 6.112
H 4.464 -5.279 -12.855
H -5.168 6.071 0.762
H -7.928 3.583 1.395
H 1.642 -4.848 -4.871
H 5.107 -0.029 8.256
H 3.747 -2.779 -4.035
H 4.737 -0.925 1.248
H -4.518 -0.948 1.508
H 2.154 -3.832 -8.487
H -8.684 -0.641 2.489
H 3.874 2.264 6.598
H -7.690 -1.825 3.345
H 2.011 -3.366 -5.768
H 2.132 -1.715 -9.745
H -5.481 4.409 1.200
H -5.724 1.802 2.825
H -0.335 -0.830 2.251
H -4.384 2.047 3.925
H 1.911 -4.076 -10.199
H 3.483 -0.514 -2.449
H -5.319 -0.140 4.345
H -4.092 1.262 0.977
H 1.266 -0.948 3.760
H 2.842 -0.863 -4.863
H 4.488 -4.549 -8.626
H -4.223 8.192 2.778
H 0.617 -1.965 -4.563
H 2.756 -0.529 6.026
H 5.429 -2.409 8.017
H -7.148 7.313 3.060
*
```

Here are the Löwdin charges for atoms 1 to 99, given in e: atom 1 (S): 0.604, atom 2 (O): -0.289, atom 3 (O): -0.163, atom 4 (O): -0.241, atom 5 (O): 0.006, atom 6 (O): 0.180, atom 7 (C): -0.108, atom 8 (C): -0.230, atom 9 (C): -0.110, atom 10 (C): -0.226, atom 11 (C): -0.276, atom 12 (C): -0.271, atom 13 (C): -0.267, atom 14 (C): -0.091, atom 15 (C): -0.272, atom 16 (C): -0.113, atom 17 (C): -0.271, atom 18 (C): -0.107, atom 19 (C): -0.179, atom 20 (C): -0.110, atom 21 (C): -0.232, atom 22 (C): -0.266, atom 23 (C): -0.226, atom 24 (C): -0.113, atom 25 (C): -0.155, atom 26 (C): -0.229, atom 27 (C): -0.187, atom 28 (C): -0.259, atom 29 (C): -0.115, atom 30 (C): -0.267, atom 31 (C): -0.146, atom 32 (C): -0.220, atom 33 (C): -0.271, atom 34 (C): -0.228, atom 35 (C): -0.230, atom 36 (C): -0.231, atom 37 (C): -0.101, atom 38 (C): -0.225, atom 39 (C): -0.258, atom 40 (C): -0.484, atom 41 (C): -0.104, atom 42 (C): -0.225, atom 43 (C): -0.113, atom 44 (H): 0.068, atom 45 (H): 0.065, atom 46 (H): 0.049, atom 47 (H): 0.090, atom 48 (H): 0.098, atom 49 (H): 0.100, atom 50 (H): 0.067, atom 51 (H): 0.111, atom 52 (H): 0.109, atom 53 (H): 0.095, atom 54 (H): 0.099, atom 55 (H): 0.107, atom 56 (H): 0.076, atom 57 (H): 0.122, atom 58 (H): 0.091, atom 59 (H): 0.128, atom 60 (H): 0.105, atom 61 (H): 0.061, atom 62 (H): 0.098, atom 63 (H): 0.110, atom 64 (H): 0.109, atom 65 (H): 0.063, atom 66 (H): 0.108, atom 67 (H): 0.099, atom 68 (H): 0.089, atom 69 (H): 0.051, atom 70 (H): 0.069, atom 71 (H): 0.077, atom 72 (H): 0.070, atom 73 (H): 0.065, atom 74 (H): 0.104, atom 75 (H): 0.104, atom 76 (H): 0.104, atom 77 (H): 0.108, atom 78 (H): 0.104, atom 79 (H): 0.115, atom 80 (H): 0.094, atom 81 (H): 0.066, atom 82 (H): 0.109, atom 83 (H): 0.064, atom 84 (H): 0.065, atom 85 (H): 0.112, atom 86 (H): 0.125, atom 87 (H): 0.075, atom 88 (H): 0.065, atom 89 (H): 0.098, atom 90 (H): 0.067, atom 91 (H): 0.111, atom 92 (H): 0.100, atom 93 (H): 0.075, atom 94 (H): 0.068, atom 95 (H): 0.072, atom 96 (H): 0.069, atom 97 (H): 0.103, atom 98 (H): 0.067, atom 99 (H): 0.078